(1)
{"formula": "C30H54N3O11S5", "method": "the ωB97M-V functional and the def2-TZVPD basis", "elements": ["C", "N", "C", "N", "C", "C", "O", "N", "C", "C", "C", "C", "C", "C", "H", "H", "H", "H", "H", "H", "H", "H", "H", "H", "H", "H", "H", "H", "C", "C", "C", "S", "O", "O", "C", "H", "H", "H", "H", "H", "H", "H", "H", "C", "C", "C", "S", "O", "O", "C", "H", "H", "H", "H", "H", "H", "H", "H", "C", "C", "C", "S", "O", "O", "C", "H", "H", "H", "H", "H", "H", "H", "H", "C", "C", "C", "S", "O", "O", "C", "H", "H", "H", "H", "H", "H", "H", "H", "C", "C", "C", "S", "O", "O", "C", "H", "H", "H", "H", "H", "H", "H", "H"], "coordinates": [[3.23, -6.41, 0.94], [2.46, -5.82, -0.24], [2.70, -4.33, -0.38], [1.50, -3.42, -0.49], [0.61, -3.48, 0.73], [1.38, -3.10, 2.15], [0.75, -3.47, 3.30], [4.03, -3.88, -0.41], [4.37, -2.40, -0.51], [3.74, -1.35, -1.60], [4.16, 0.24, -1.55], [5.23, 0.76, -0.40], [5.94, -0.26, 0.70], [5.47, -1.85, 0.61], [3.62, -5.58, 1.69], [2.50, -7.09, 1.57], [4.14, -7.05, 0.58], [1.45, -6.03, -0.02], [0.98, -3.56, -1.38], [-0.23, -2.65, 0.58], [0.04, -4.51, 0.77], [2.41, -2.54, 2.12], [4.86, -4.56, -0.37], [2.97, -1.80, -2.39], [3.67, 0.99, -2.33], [5.47, 1.91, -0.39], [6.71, 0.15, 1.48], [5.94, -2.63, 1.37], [-1.27, 0.43, -1.25], [-1.65, 0.89, -2.66], [-1.50, -0.31, -3.59], [-1.75, -1.77, -2.58], [-0.51, -2.51, -2.52], [-3.01, -2.39, -2.95], [-1.98, -0.90, -1.04], [-1.55, 1.16, -0.49], [-0.18, 0.29, -1.19], [-2.70, 1.22, -2.66], [-1.04, 1.73, -2.99], [-2.23, -0.30, -4.40], [-0.49, -0.37, -4.01], [-1.56, -1.48, -0.22], [-3.05, -0.75, -0.89], [-3.78, 5.63, -3.53], [-4.17, 6.08, -4.94], [-4.01, 4.88, -5.87], [-4.27, 3.43, -4.86], [-3.03, 2.69, -4.80], [-5.53, 2.81, -5.23], [-4.49, 4.30, -3.32], [-4.07, 6.36, -2.77], [-2.70, 5.49, -3.48], [-5.22, 6.42, -4.94], [-3.56, 6.93, -5.27], [-4.75, 4.90, -6.68], [-3.00, 4.83, -6.29], [-4.07, 3.71, -2.50], [-5.57, 4.44, -3.17], [0.70, -0.29, 5.85], [0.13, 1.13, 5.90], [0.59, 1.85, 4.64], [0.82, 0.59, 3.39], [2.22, 0.53, 3.05], [-0.22, 0.72, 2.38], [0.43, -0.79, 4.44], [0.25, -0.94, 6.60], [1.78, -0.26, 6.03], [-0.96, 1.08, 5.92], [0.45, 1.66, 6.80], [-0.16, 2.57, 4.29], [1.55, 2.35, 4.79], [1.04, -1.66, 4.16], [-0.64, -1.03, 4.30], [-10.80, 4.51, -2.65], [-10.27, 3.33, -1.84], [-8.75, 3.49, -1.74], [-8.43, 5.24, -1.85], [-7.70, 5.50, -3.07], [-7.97, 5.72, -0.56], [-10.12, 5.74, -2.08], [-11.89, 4.58, -2.59], [-10.53, 4.38, -3.71], [-10.71, 3.35, -0.84], [-10.53, 2.37, -2.30], [-8.37, 3.11, -0.79], [-8.24, 3.00, -2.58], [-10.17, 6.61, -2.75], [-10.53, 6.00, -1.10], [9.73, -4.83, 3.15], [9.62, -4.24, 4.56], [8.94, -2.88, 4.43], [7.90, -2.98, 2.98], [8.41, -2.06, 1.98], [6.51, -2.98, 3.39], [8.37, -4.63, 2.51], [10.02, -5.89, 3.18], [10.50, -4.29, 2.58], [9.02, -4.90, 5.18], [10.61, -4.15, 5.03], [8.32, -2.66, 5.30], [9.67, -2.08, 4.27], [8.38, -4.72, 1.42], [7.63, -5.32, 2.94]], "homo_lumo_gap_ev": 7.36, "total_charge": 1, "total_energy_ev": -113135.893, "lumo_ha": -0.1363, "homo_ev": -11.07}


(2)
{"formula": "C5H4F2S", "method": "the ωB97M-V functional and the def2-TZVPD basis", "elements": ["C", "C", "C", "F", "C", "F", "C", "S", "H", "H", "H", "H"], "coordinates": [[-0.63, -2.29, 2.00], [0.03, -1.57, 1.33], [0.90, -0.77, 0.54], [2.13, -1.25, 0.27], [0.53, 0.41, 0.04], [1.47, 1.06, -0.65], [-0.82, 1.07, 0.12], [-1.76, 1.19, -1.42], [-1.22, -2.91, 2.64], [-0.72, 2.11, 0.56], [-1.47, 0.40, 0.76], [-0.86, 1.98, -2.02]], "homo_lumo_gap_ev": 9.91, "total_charge": 0, "e_above_lowest_kj_mol": 186.4, "smiles": "C#C/C(F)=C(/F)CS", "total_energy_ev": -21517.087, "lumo_ha": 0.0238, "homo_ev": -9.26}


(3)
{"formula": "C9H10O3", "method": "the ωB97M-V functional and the def2-TZVPD basis", "elements": ["C", "O", "C", "O", "C", "C", "C", "C", "C", "C", "O", "C", "H", "H", "H", "H", "H", "H", "H", "H", "H", "H"], "coordinates": [[-1.11, -1.19, -2.88], [-0.58, -0.79, -1.67], [-1.19, 0.15, -0.96], [-2.31, 0.52, -1.25], [-0.30, 0.69, 0.09], [-0.89, 1.65, 0.86], [-0.24, 2.26, 1.87], [1.10, 1.96, 2.12], [1.66, 0.84, 1.57], [0.98, 0.18, 0.50], [1.57, -0.84, -0.02], [0.98, -2.13, 0.34], [-0.83, -2.27, -2.90], [-2.23, -1.02, -2.78], [-0.93, -0.63, -3.76], [-1.81, 1.81, 0.46], [-0.83, 2.95, 2.52], [1.67, 2.54, 2.80], [2.72, 0.68, 1.66], [0.41, -1.94, 1.26], [1.73, -2.94, 0.67], [0.42, -2.47, -0.52]], "homo_lumo_gap_ev": 9.41, "total_charge": 0, "e_above_lowest_kj_mol": 217.6, "smiles": "COC(=O)c1ccccc1OC", "total_energy_ev": -15635.746, "lumo_ha": 0.0166, "homo_ev": -8.96}


(4)
{"formula": "C5H8O", "method": "the ωB97M-V functional and the def2-TZVPD basis", "elements": ["C", "C", "C", "C", "C", "O", "H", "H", "H", "H", "H", "H", "H", "H"], "coordinates": [[-1.43, -0.53, -0.85], [-0.47, -0.53, 0.31], [0.99, -0.59, -0.11], [1.34, 0.86, 0.10], [0.04, 0.83, 0.96], [-0.58, 1.77, 1.48], [-2.45, -0.34, -0.51], [-1.17, 0.25, -1.58], [-1.41, -1.50, -1.36], [-0.81, -1.24, 1.08], [0.99, -0.35, 1.57], [1.40, -1.20, -0.92], [2.24, 1.13, 0.67], [1.32, 1.44, -0.83]], "homo_lumo_gap_ev": 8.67, "total_charge": 0, "e_above_lowest_kj_mol": 511.1, "total_energy_ev": -7356.958, "lumo_ha": -0.0269, "homo_ev": -9.41}


Which formula does entry 1 have? C30H54N3O11S5